# 1
ORCA calculation (the ωB97M-V functional and the def2-TZVPD basis) on a molecular structure, C21H56BrO21PbS7 in a non-equilibrium geometry.

Structure (XYZ):
```
107
Properties=species:S:1:pos:R:3:forces:R:3:mulliken_charge:R:1
H 1.40228 1.40143 -2.27520 0.12 -0.14 0.15 0.27
C 2.73990 -2.01575 -4.44274 1.35 -0.57 0.49 -0.17
O -0.08361 -0.44941 4.53332 0.54 0.55 -1.09 -0.20
C 3.49692 -1.14967 -3.46209 -0.62 -0.11 0.28 -0.80
H 1.20729 3.10881 -2.51273 -0.11 0.16 0.47 0.39
H -3.48252 2.11924 2.77317 0.10 0.21 -0.10 0.43
H -3.40748 4.70328 -1.02628 -0.01 -0.22 0.71 0.39
S -2.01100 3.04323 0.96713 -5.51 2.53 -0.49 0.72
O 5.29450 0.99293 2.35018 -1.53 -0.72 1.43 -0.31
H -6.31408 -2.17275 -0.96057 0.30 0.83 0.09 0.33
C -2.41756 -0.63519 -1.86871 -1.59 0.09 -0.83 -0.41
H 1.64895 -0.96204 -8.26004 0.73 0.04 0.67 0.35
H -3.93494 1.57970 1.12762 0.14 -0.31 0.19 0.13
H 0.33552 0.03121 -7.80027 -0.24 -0.04 0.33 0.35
C -2.97672 -0.66225 4.60021 1.00 0.75 -2.20 -0.07
H 2.12679 6.63973 -0.66890 -0.19 0.77 0.48 0.37
H 0.19416 4.43111 -0.67351 0.00 -0.57 0.20 -0.19
O 1.87304 -5.74459 0.35939 -0.19 -2.94 2.81 -0.40
C 1.17251 6.23018 -1.00014 1.86 0.23 0.00 -1.52
C 0.99028 -0.75162 -7.41743 -0.18 0.90 0.29 -0.92
O 2.98771 -4.90583 2.35858 1.12 1.48 0.95 -0.54
H 3.06293 -1.42371 -2.50050 0.91 0.29 0.54 0.07
H -3.27378 2.44669 -2.92332 0.28 0.09 -0.67 0.21
S 1.74813 -0.05386 -5.85257 1.72 0.25 -0.16 1.08
O -4.84106 0.52569 -1.78160 0.96 -1.85 1.64 -0.67
H 5.32887 -1.71758 1.33050 0.27 0.43 0.14 0.44
H 2.33577 -2.90889 -3.96619 0.40 -0.12 0.00 0.24
H 0.44655 -4.47644 2.30850 -0.55 0.21 0.52 0.05
C 1.06546 4.93336 -0.25318 -1.51 0.32 -0.44 0.63
C -3.43204 3.64651 -1.29226 -0.75 0.36 0.95 -0.27
H -6.85253 -1.70860 -3.99608 0.55 -0.20 0.14 0.30
C 4.39163 -1.16315 1.28252 0.42 0.47 2.95 -0.58
H 0.43990 -1.65928 -7.16979 0.01 0.30 0.25 0.29
H 0.28013 -0.17549 7.38418 0.09 0.19 -0.48 0.37
H 0.14460 2.13934 -1.31656 0.01 0.43 -0.11 0.06
H 0.35588 6.94201 -0.87960 0.08 -0.29 -0.15 0.38
H -1.78438 -0.78305 -0.99387 0.13 -0.03 -0.37 0.00
O 0.88021 0.94876 -5.22337 1.10 -1.73 -1.18 -0.53
O 2.27260 4.25718 -0.57813 1.60 -2.35 1.24 -0.40
C 1.56289 -4.47532 -0.16605 0.99 -0.08 1.71 0.86
H -4.87949 -1.26726 5.59174 0.14 -0.15 -0.57 0.35
H 4.54145 -1.37417 -3.67805 0.11 0.06 1.02 0.32
H 4.45454 -0.33868 0.57231 -0.79 -0.63 -0.35 0.32
O 5.07020 -0.83082 4.01487 -1.99 1.46 -1.55 -0.58
H -4.01630 4.01654 -3.26286 -0.02 -0.03 -0.01 0.41
H 3.37191 -0.07649 -3.60616 -0.10 -0.14 -0.16 0.36
H 6.70912 3.38514 1.72680 -0.10 0.21 -0.17 0.40
S 2.36266 2.57940 -0.42313 -0.77 1.71 -4.11 0.82
O 3.19540 0.29124 -6.04498 -3.73 -1.16 0.35 -0.59
H -4.42676 3.16431 1.61921 0.63 0.44 0.10 0.39
H 0.43660 -5.61534 3.74472 -0.06 0.10 -0.20 0.37
S -0.55155 -1.43253 5.45180 -2.19 -3.88 4.75 1.01
H 1.39209 -4.93531 -2.26383 -0.01 0.04 -0.01 0.39
H -2.32161 0.20784 4.64358 -0.57 0.81 0.02 0.14
S 2.10821 -5.94866 2.01606 -1.97 -1.27 -1.98 1.07
Pb 0.73633 1.29028 2.97369 0.62 -1.55 -1.47 1.16
O 2.92371 0.24086 3.20243 0.69 0.79 0.17 -0.33
O -4.72196 -1.88058 -2.32978 1.61 1.65 1.42 -0.27
H -4.35552 3.11860 -1.05441 -0.28 0.54 0.20 0.32
O 3.65149 2.13441 -0.94341 -1.87 1.00 1.81 -0.64
C -7.13971 -1.97422 -2.97869 0.06 -0.15 0.37 -1.13
S 4.31078 -0.16191 2.95396 3.21 -3.17 -1.35 0.81
H 5.21283 2.87905 3.34786 -0.36 -0.69 0.47 0.33
H 0.88240 5.09916 0.80846 0.41 -0.30 0.14 0.23
O 1.83035 2.17384 0.85768 0.79 0.23 0.18 0.08
H -0.74479 -1.41879 7.91101 -0.38 -0.36 -0.50 0.39
O -2.11016 4.45595 1.27407 1.38 -0.92 -0.30 -0.61
Br 0.60030 -1.21250 0.84434 -0.14 1.33 1.02 -0.41
H 5.89745 2.55347 0.39517 -0.17 -0.53 0.34 0.30
C 5.73865 3.07640 1.33826 0.00 0.30 0.06 -1.38
H -2.26171 3.96799 -3.04965 0.04 -0.23 -0.07 0.32
C 1.12195 2.32198 -1.76325 0.65 -1.41 0.60 -0.75
H -4.91796 0.29895 4.68243 0.07 -0.24 -0.15 0.32
H -0.36310 -6.06191 2.14685 0.26 -0.18 0.18 0.34
H 3.51479 -2.29652 -5.15605 -0.75 -0.22 -0.89 0.27
H 3.91038 2.55932 2.12074 -0.31 -0.65 0.70 -0.27
C -4.30580 -0.40964 5.24036 0.65 0.47 1.38 -1.22
H 3.00483 -5.17051 -1.60722 -0.18 -0.23 0.46 0.31
H -2.34586 -1.33419 -2.70198 0.32 -0.62 0.55 0.51
C 4.93363 2.35329 2.43478 0.75 1.81 -2.00 0.53
C 2.10469 -4.56083 -1.52893 0.27 0.89 -2.03 -0.75
H 2.46376 -3.57724 -1.83179 -0.35 0.22 -0.26 -0.25
C -3.20331 3.51799 -2.73503 0.15 -0.58 -0.82 -1.19
H -5.88899 -3.43224 -1.93447 0.00 -0.15 -0.54 0.41
O -2.41784 2.85692 -0.61037 2.58 -0.72 1.86 -0.23
O 1.57917 -1.44535 -4.95316 -0.76 2.30 -1.72 -0.32
C 0.42286 -5.50790 2.66011 1.66 -0.09 -1.00 -0.62
H -1.48187 0.06575 7.25643 0.00 -0.12 -0.48 0.28
O -0.83106 2.29314 1.30625 -0.57 -0.13 -0.75 -0.04
O -4.13766 -1.13645 0.05906 -0.75 0.40 -0.59 -0.66
H 2.17529 -3.80028 0.43177 -0.36 0.63 -0.12 -0.57
H 3.63583 -1.93833 1.40882 -0.59 0.60 -0.79 -0.05
O -2.20939 -1.65880 5.21911 2.77 -1.67 1.05 -0.43
C -0.66953 -0.65169 7.14029 0.76 -0.28 -0.31 -0.99
S -4.15913 -0.70647 -1.31791 0.37 1.19 -2.38 1.25
H -2.97816 -0.89669 3.53571 -0.54 -0.23 -0.15 0.46
H -2.33292 0.30115 -2.42025 0.23 0.36 0.70 0.04
O 2.47977 -7.31512 2.25771 -0.59 0.97 -0.51 -0.61
C -5.99689 -2.34893 -1.98841 -2.16 -1.44 -0.34 -0.38
O 0.06776 -2.76481 5.68164 -1.69 3.80 -1.58 -0.54
H 5.10967 3.91578 1.04172 0.44 0.50 0.14 0.37
H 1.49600 6.00180 -2.01567 -0.98 0.07 -0.43 0.36
C -3.63070 2.42941 1.73880 1.24 -1.01 -0.96 -0.98
H -7.77799 -1.15535 -2.64679 0.23 0.06 0.29 0.29
H 0.50217 -4.28515 -0.00230 -0.01 0.31 -0.52 0.34
H -3.96397 0.09780 6.14245 -0.75 0.22 0.45 0.31
H -7.78099 -2.85203 -3.05811 -0.07 0.01 -0.03 0.36
```
Positions in Å, forces in eV/Å.

Output
2S+1: 1
LUMO level: -0.1386 hartree
E: -216806.7161 eV
largest force on an atom: 6.52 eV/A
net charge: +1

# 2
ORCA calculation (the ωB97M-V functional and the def2-TZVPD basis) on 11 unconnected molecules or ions with the total composition C42H116N10O11 in a non-equilibrium geometry.

Structure (XYZ):
```
179
Properties=species:S:1:pos:R:3:forces:R:3:mulliken_charge:R:1
H 2.71418 0.10440 -5.91371 0.16 -0.17 -0.32 0.29
C 1.15958 -5.37076 -1.78681 -2.82 -0.83 -0.05 1.19
H 0.36340 0.60943 1.07765 0.43 -0.23 -0.08 -0.51
C -0.08416 2.91691 2.15040 -0.65 -0.22 -0.33 -0.82
H 5.22858 -0.70319 -2.07879 0.25 -0.35 -0.24 0.41
H -4.83705 -4.87857 -0.88871 -0.51 0.04 0.08 0.41
N -1.34579 1.25420 -1.77991 -0.66 1.79 -0.78 -0.06
O 3.86671 4.45305 3.93188 -0.01 0.52 1.35 -0.39
H 0.80168 3.40259 1.74116 0.08 0.09 -0.14 0.34
H 0.02657 5.85080 3.41084 0.42 -0.11 -0.20 0.27
C 1.60460 -5.37454 -5.42497 0.03 1.03 1.11 -1.04
H 0.93796 -3.42685 -2.29128 0.42 0.38 -0.03 -0.95
H -2.76948 -5.66322 2.64432 0.31 -0.01 0.29 0.38
H 2.05713 6.73005 6.15155 -0.18 0.14 -0.05 0.31
C -3.64573 3.23574 -0.38201 -0.49 0.91 1.15 1.59
C 4.18439 -0.87790 -1.81949 -0.97 0.56 0.18 -0.28
N -1.65043 0.02786 3.59167 -0.76 0.25 -0.52 -0.26
C 0.92709 -3.64655 2.96187 -0.14 1.10 0.31 -1.31
O 1.39485 -4.88364 -4.07839 -0.30 -0.78 -0.81 0.05
H 2.12105 4.17221 -1.58427 0.25 0.41 0.14 0.42
H 2.95638 1.02870 2.91964 0.01 0.61 0.00 0.06
H 0.14417 4.71072 -0.34179 0.38 0.54 0.11 -0.09
C 4.70686 4.29538 2.81799 -0.58 -0.53 -0.71 -0.54
O -4.35860 4.08210 -1.26194 0.71 -0.30 -1.88 -0.52
C -5.52065 0.28438 1.04528 -0.14 0.32 -0.85 -1.20
C 2.21771 -1.46636 2.46074 0.99 -0.50 0.56 -1.29
H 2.70693 -2.58605 -1.86274 -0.39 1.10 0.69 -1.55
H 0.43677 -3.02006 3.70697 -0.25 -0.53 0.46 0.26
H 0.82207 1.78796 -0.17511 -0.05 0.47 -0.09 -0.10
N 2.11957 -3.35607 0.94740 1.53 -0.23 -0.85 -0.52
C 0.60426 -6.28983 -0.66940 -0.47 -0.05 0.32 -1.55
H -3.24394 -4.26448 -2.60410 0.00 0.00 -0.14 0.28
H 2.88143 5.37451 6.43625 0.18 -0.14 0.23 0.21
H 4.21137 2.98702 -2.62239 -0.14 -0.46 0.40 0.39
H -5.41073 -3.30266 -0.20185 0.09 -0.15 0.33 0.24
C 0.39649 6.01503 4.42291 -0.27 -0.45 -0.18 -1.35
H 2.23562 -1.40556 -7.54144 -0.37 0.73 -0.13 0.44
C 4.58234 -3.33900 -1.46653 0.39 0.47 0.35 -1.77
H 3.73133 1.45943 -0.73706 0.19 0.53 -0.24 -0.01
H -2.58243 3.34495 -0.59548 0.21 0.14 0.52 -1.47
H 5.58399 -3.32625 -1.89624 0.08 -0.07 -0.02 0.48
H 3.25204 -1.84644 -4.07801 -0.09 0.50 -0.41 0.27
H -0.36154 -5.68908 -3.28457 -0.15 -0.17 -0.15 0.14
H -4.27220 0.54878 3.41859 0.36 -0.03 0.51 0.46
H -5.65687 0.43258 -0.02598 0.75 0.32 -0.19 0.34
H 1.92388 1.94211 -2.48673 -0.14 0.25 0.72 -1.06
H -3.46194 5.50070 2.37038 -0.28 -0.64 0.16 0.43
C -2.73839 -4.17887 0.60148 1.37 0.63 0.45 0.14
H -0.43815 -3.98382 -1.85680 -0.65 -0.80 0.25 -0.65
C -4.00126 3.70993 1.08599 0.31 1.25 -0.10 0.31
N 3.73371 -2.59136 -3.59509 0.37 0.58 -1.49 -0.75
H 2.91848 -1.88315 3.18414 0.19 -0.49 0.17 0.61
H -3.13965 -2.92451 3.65068 -0.88 0.06 0.12 0.47
H 0.43723 -2.26692 1.46545 -0.37 0.59 0.00 -1.35
C -4.02707 -0.28241 2.75743 1.00 -0.47 -0.05 -1.63
H 2.44289 5.31441 2.79971 -0.54 -0.14 -0.26 0.35
H -1.30668 4.90837 -1.27339 -0.07 -0.06 0.03 -0.05
H 0.41291 2.25631 6.15257 -0.10 -0.49 -0.05 -0.11
H -6.09652 -0.63214 1.17351 0.29 -0.30 0.77 0.44
H 4.19604 1.01993 0.89076 0.20 -0.19 0.04 0.04
H 5.09570 5.19782 2.34629 0.05 0.41 0.45 0.36
C 2.43159 0.52508 3.73147 0.47 -0.07 -0.38 -0.16
H -0.71712 -0.35746 3.56783 0.25 0.05 -0.10 0.26
H 0.51566 -1.99384 -7.65814 0.16 0.22 -0.34 0.41
H -2.26694 1.87066 5.89980 0.35 -0.50 0.38 0.25
H 1.90556 1.21060 4.39590 -0.38 0.05 -0.46 -0.39
H -0.09324 6.06574 -1.61594 0.73 -0.03 0.12 0.46
C 1.62835 4.11886 -2.55509 -0.40 -1.62 0.57 -1.04
C 0.71921 -5.81220 -3.21441 1.50 0.62 0.94 -1.12
H -2.86790 -3.10667 -5.45641 -0.30 0.38 0.42 0.37
H 3.59515 -0.10104 -2.30670 -0.15 -0.18 -0.94 -0.46
C 1.66174 5.23243 4.83859 0.23 0.87 -1.71 1.55
H -4.04851 5.94266 0.80159 -0.34 -0.17 -0.21 0.34
H 0.39513 0.09764 -6.44862 -0.26 0.18 -0.21 0.26
H -1.61988 -2.52900 4.03866 0.40 0.69 0.55 0.17
H 0.35565 -0.58455 -2.04537 0.43 0.33 0.22 -0.10
H 0.89317 -7.33951 -0.61664 0.70 0.04 -0.56 0.46
H -2.06474 -2.66880 -3.83864 -0.37 -0.44 -0.01 0.02
H 2.29892 -6.21368 -5.38195 -0.22 -0.22 -0.29 0.37
H 1.56391 -4.02402 0.43244 -0.31 0.10 0.15 -0.26
H 3.91129 1.77758 -3.89989 -0.11 0.08 0.01 0.32
C -2.59998 -2.05238 4.01980 -0.56 -0.94 -1.02 -1.56
H -5.06172 3.58250 1.30349 -0.29 0.45 -0.64 0.55
N 1.97744 5.72319 6.15111 0.55 -0.68 0.81 -0.63
H -0.48129 -6.37888 -0.62715 -0.25 0.53 -0.34 0.23
H 2.88615 -1.05098 1.70657 -0.28 0.07 -0.62 0.10
H -1.12829 -1.31266 -1.64676 -0.01 -0.37 0.19 0.21
H 3.12841 -3.38043 -3.77142 0.08 -0.48 0.04 0.32
O -0.84429 2.22720 1.14296 1.76 0.03 -0.91 1.49
H -2.42090 -7.19935 1.81471 -0.23 0.04 0.02 0.28
O -2.71435 -5.60392 0.59362 -0.42 0.21 0.14 -0.51
H 0.20288 -1.35485 -0.42966 -0.05 -0.13 -0.19 -0.78
H 0.67698 4.27106 6.86482 0.13 0.34 0.03 0.34
C 0.83497 -0.74802 -5.91995 1.22 0.85 0.14 0.32
H 2.47324 -2.74578 0.22450 0.12 0.26 -0.06 0.04
C -1.95804 -2.87109 -4.90438 0.77 1.28 -0.90 -0.18
H 5.44112 0.94907 -0.41177 0.11 0.34 0.01 0.45
C -0.94952 0.53920 -0.62868 1.74 -1.50 0.34 1.81
C -0.01523 1.31343 0.33663 -1.51 -0.89 1.17 0.47
C -0.22391 5.02532 -1.31833 -1.01 -1.22 -0.69 -0.27
H 4.64343 -3.05573 -0.41575 0.11 -0.08 0.10 0.29
C -4.72748 -3.79410 -0.89450 -0.69 0.51 0.10 -1.45
H 1.75561 0.60592 -4.76756 0.12 0.25 0.44 -0.20
H 1.77325 -4.17414 3.40204 -0.01 0.02 -0.07 0.48
C -0.40616 2.62943 6.76737 0.00 -0.44 0.95 0.16
C 2.81807 5.41800 3.81785 -0.29 -0.30 -1.12 -1.03
H -2.37786 3.45965 6.53643 0.32 0.18 0.29 0.41
H -1.70413 -3.87739 0.76727 0.44 0.33 -0.30 -0.07
N 1.33590 2.35598 -4.36019 0.18 1.69 0.52 -0.54
H -1.48150 2.20155 -1.45709 -0.55 0.36 -0.32 -0.28
C 3.70761 -2.31723 -2.20107 0.43 -0.70 2.09 3.22
H 0.89108 -5.86519 0.29264 0.07 0.02 0.06 0.41
H -3.31258 4.42229 -3.21973 0.67 0.66 1.03 0.27
C 1.33849 -1.70961 -7.00219 -0.96 -1.39 0.79 -1.32
H -2.96710 -1.72181 4.99142 0.23 -0.16 -0.04 0.35
H -3.22829 -3.76033 1.48065 -0.69 -0.24 0.07 0.47
O -1.41338 -1.66079 -5.51180 -0.21 -0.75 0.10 -0.50
H -1.65544 0.91536 3.10958 0.14 0.10 -0.22 -0.41
H 4.13887 3.78826 2.03804 -0.22 -0.10 -0.39 0.05
H -0.65845 1.96092 7.59052 0.74 -0.42 0.14 0.36
H -1.13114 -6.06334 1.92904 0.06 0.58 0.01 0.10
C -4.04132 3.82864 -2.66780 -1.29 0.00 0.02 -0.79
H 1.67248 -2.65636 -6.57767 -0.10 -0.07 0.43 -0.03
H -2.95250 -2.52067 -0.83747 -0.18 0.20 0.78 -0.55
H 3.22625 0.12583 4.36173 0.00 -0.76 0.06 0.45
C -0.25782 -1.14421 -4.86066 0.81 -0.84 -0.96 1.18
H 5.52667 3.61255 3.04109 0.00 0.25 0.45 0.29
H -0.76805 3.65308 2.57284 0.14 0.14 -0.01 -0.01
H 2.06563 -4.53825 -5.95051 0.14 -0.21 -0.03 0.15
H -0.43825 5.70530 5.05169 0.12 0.02 0.28 0.30
O 1.55890 -0.41189 3.14496 -1.18 -0.34 0.32 -0.26
O -4.14278 0.22237 1.41532 -0.97 -1.08 -0.05 0.41
C -2.61156 -0.92340 2.99118 -0.04 0.79 1.20 1.96
H -3.73557 2.04330 2.13400 -0.08 -0.14 0.08 0.10
H -3.75957 2.80471 -2.91332 -0.18 -0.32 0.58 0.29
H 3.16925 6.44974 3.83508 0.46 0.20 0.42 0.35
C 1.36011 -2.64177 1.90804 -0.31 0.48 0.54 2.98
C -2.21464 -6.12915 1.82998 -0.65 -0.38 -0.79 -0.66
H 2.23966 -5.43563 -1.65512 0.05 0.81 -0.41 -0.15
C -0.30161 -0.76464 -1.19468 -0.59 0.43 0.66 0.10
C 4.38964 0.80914 -0.16099 -0.54 -0.55 -0.34 -0.48
H 0.12983 -1.87698 -4.15295 0.30 -0.27 -0.01 -0.70
H -1.32174 -3.73463 -5.09805 0.50 0.02 0.32 0.03
N -2.62976 -4.28272 -1.80250 0.96 -0.23 0.03 -0.43
H -0.52207 -0.27113 -4.26399 -0.03 0.30 -0.13 -0.06
N 0.53316 -4.02180 -1.58257 1.74 -0.10 0.12 1.74
H -1.59072 3.10023 5.01881 0.26 0.51 -0.13 -0.14
H 0.65685 -5.57588 -5.92429 -0.03 -0.40 0.04 0.36
H 0.22127 -4.34390 2.51060 -0.02 -0.07 0.19 0.04
H -4.76458 -1.06178 2.94919 -0.18 -0.14 -0.24 0.55
O 0.19877 4.05419 -2.30086 1.15 0.76 -0.27 -0.24
H -0.56314 1.38518 -2.40473 0.33 -0.31 -0.23 -0.19
C 3.58519 2.72733 -3.47595 0.64 1.14 0.03 -1.78
N 2.07358 -0.24238 -5.21409 -1.20 -0.80 0.14 -0.26
H -2.43994 2.81236 1.74210 0.35 -0.16 0.46 -0.03
H 1.44949 4.16357 4.81453 -0.11 -0.18 0.43 -0.53
H -4.95355 4.06574 -3.21528 -0.23 -0.23 0.10 0.33
O 4.00518 -0.51465 -0.43659 0.03 -1.50 0.35 -0.22
O -0.02299 3.83412 7.35545 0.26 0.82 0.64 -0.61
H -2.49529 5.27633 0.95013 0.34 -0.30 -0.02 0.11
C -1.67904 2.77523 6.05547 -2.03 0.11 -2.12 -0.64
H 1.70294 2.95464 -5.08613 0.10 -0.04 -0.78 0.24
N -3.35445 2.97863 2.13722 0.57 -1.10 0.00 -0.57
C 2.11670 2.76982 -3.16924 -0.84 -0.55 0.23 1.98
H 1.90692 4.96782 -3.17939 -0.11 0.16 -0.10 0.37
H 1.02246 -6.84145 -3.40625 0.02 -0.14 -0.29 0.47
C -3.50827 5.16101 1.33571 -0.33 0.70 -1.05 -1.56
H 3.83895 3.55999 -4.13198 -0.04 -0.13 -0.67 0.55
H -2.60667 -5.23680 -1.47193 0.17 -0.47 -0.36 0.25
C -3.25856 -3.55682 -0.69323 0.10 -0.91 -0.58 0.75
H -2.28865 -1.33642 2.03554 0.03 0.08 -0.38 -0.62
H -3.87619 2.18140 -0.53487 -0.27 -0.18 0.02 0.27
H 0.21876 2.25527 2.96194 0.12 -0.29 -0.03 -0.32
H -6.04289 1.12266 1.50644 0.00 0.00 0.43 0.36
H 0.51880 7.08926 4.56142 0.19 0.05 -0.02 0.46
H 4.19910 -4.35914 -1.48974 -0.12 0.06 -0.26 0.26
H -4.98900 -3.40206 -1.87736 -0.17 -0.14 -0.13 0.50
H -1.84401 0.24727 -0.07843 -0.03 0.07 0.32 -0.96
H 0.44057 2.78890 -4.18394 -0.78 -0.29 -0.13 0.28
```
Positions in Å, forces in eV/Å.

Output
2S+1: 1
LUMO level: 0.0116 hartree
relative energy (zero: lowest compared OMol25 entry of this formula, charge and spin): 70.5 kcal per mole
E: -82851.1147 eV
largest force on an atom: 2.94 eV/A
SMILES string: COC[C@H](C)N.COC[C@H](C)N.COC[C@H](C)N.COC[C@H](C)N.COC[C@H](C)N.COC[C@H](C)N.COC[C@H](C)N.COC[C@H](C)N.COC[C@H](C)N.COC[C@H](C)N.CCO

Q: 2S+1 of number 1 (C21H56BrO21PbS7)?
A: 1